Here is a cluster of 2 separate species, C4H7BrN2 in total in a non-equilibrium geometry from the Open Molecules 2025 dataset. Energies are from ωB97M-V with the def2-TZVPD basis set.

Values from the calculation:
Multiplicity = 1
LUMO level (alpha / beta) = -2.7 / -1.2 eV
Orbital gap (alpha / beta) = 5.51 / 7.65 eV
HOMO (alpha / beta) = -0.3006 / -0.3255 Ha
Net charge = 0

Positions of all 14 atoms, in Å:
C -0.785 0.037 1.671
C -1.316 -0.685 0.450
C -0.319 -0.332 -0.610
C 1.461 1.268 -0.956
N 0.027 0.976 1.755
N 0.310 0.709 -0.424
Br 0.524 -3.121 -1.203
H -1.172 -0.202 2.669
H -1.542 -1.645 0.786
H -2.262 -0.211 0.246
H -0.198 -1.140 -1.485
H 1.777 1.872 0.002
H 2.279 0.538 -1.079
H 1.214 1.937 -1.822

Atoms 1-2, force components in eV/Å:
C 0.003 1.018 1.332
C 0.715 2.158 1.003

natural (NBO) population analysis, charges in e, atoms 1 to 8: 0.016, -0.499, 0.182, -0.458, -0.159, -0.258, -0.607, 0.241